# 1
DFT (ωB97M-V with the def2-TZVPD basis set) results for a structure of composition C60H58O3PS5Sr in a non-equilibrium geometry.

The geometry in ORCA input format:
```
! RIJCOSX wB97M-V def2-TZVPD def2/J DEFGRID3
* xyz 1 1
Sr -0.8925 0.1928 -0.4785
C 2.1857 7.1677 -5.7397
C 2.1338 5.9645 -4.8392
C 1.1396 5.0017 -4.9954
C 1.0654 3.9039 -4.1516
C 2.0061 3.7698 -3.1435
C 2.9923 4.7261 -2.9474
C 3.0567 5.8110 -3.8061
S 1.9223 2.3967 -2.0152
O 0.5762 1.7712 -2.2684
C 3.0536 1.2927 -2.8584
C 2.6351 0.7501 -4.0970
C 3.4298 -0.1460 -4.7350
C 4.6727 -0.5460 -4.1721
C 5.5034 -1.4879 -4.8231
C 6.6936 -1.8677 -4.2719
C 7.1093 -1.3199 -3.0402
C 6.3249 -0.4121 -2.3879
C 5.0857 -0.0017 -2.9372
C 4.2292 0.9303 -2.2678
C 4.6416 1.4882 -0.9468
C 5.6196 2.5268 -0.9217
C 6.1724 3.0566 -2.1203
C 7.0847 4.0682 -2.0763
C 7.4995 4.6081 -0.8365
C 6.9891 4.1200 0.3283
C 6.0359 3.0696 0.3171
C 5.4886 2.5621 1.5178
C 4.5519 1.5749 1.4840
C 4.1230 1.0390 0.2454
S 2.7921 -0.1352 0.4677
O 1.5247 0.5719 0.0414
C 3.1213 -1.4003 -0.7294
C 2.2422 -1.6334 -1.7712
C 2.4584 -2.7154 -2.6075
C 3.5410 -3.5677 -2.4115
C 3.7818 -4.7273 -3.3364
C 4.4057 -3.3143 -1.3496
C 4.1983 -2.2411 -0.5014
H 1.7657 6.9458 -6.7199
H 3.2090 7.5157 -5.8753
H 1.6114 7.9921 -5.3122
H 0.4099 5.1158 -5.7886
H 0.2745 3.1698 -4.2449
H 3.7067 4.6216 -2.1382
H 3.8296 6.5574 -3.6666
H 1.6781 1.0492 -4.5047
H 3.1256 -0.5759 -5.6820
H 5.1789 -1.9001 -5.7713
H 7.3236 -2.5858 -4.7801
H 8.0555 -1.6219 -2.6108
H 6.6498 -0.0006 -1.4408
H 5.8574 2.6543 -3.0742
H 7.4954 4.4628 -2.9964
H 8.2229 5.4123 -0.8177
H 7.3012 4.5282 1.2816
H 5.8216 2.9718 2.4631
H 4.1256 1.1858 2.4005
H 1.4198 -0.9498 -1.9531
H 1.7770 -2.8990 -3.4304
H 2.8501 -5.0844 -3.7738
H 4.2545 -5.5573 -2.8127
H 4.4441 -4.4309 -4.1532
H 5.2477 -3.9742 -1.1788
H 4.8678 -2.0640 0.3333
C -1.3364 -5.9583 0.5533
C -1.2185 -5.3987 1.8184
C -1.6382 -4.0982 2.0457
C -2.1937 -3.3438 1.0140
C -2.3074 -3.9154 -0.2520
C -1.8783 -5.2153 -0.4842
P -2.8231 -1.6460 1.2743
C -4.5084 -1.9388 1.9151
C -5.4984 -1.0150 1.5841
C -6.7993 -1.1687 2.0420
C -7.1253 -2.2584 2.8347
C -6.1491 -3.1873 3.1697
C -4.8497 -3.0297 2.7132
C -1.7516 -0.9950 2.5613
C -2.0579 -0.9251 3.9188
C -1.1155 -0.3906 4.7822
C 0.0909 0.0625 4.2624
C 0.3511 -0.0087 2.8982
C -0.5574 -0.5383 1.9633
H -0.9978 -6.9703 0.3744
H -0.7876 -5.9747 2.6275
H -1.5228 -3.6540 3.0282
H -2.7538 -3.3464 -1.0626
H -1.9674 -5.6466 -1.4730
H -5.2479 -0.1625 0.9617
H -7.5573 -0.4427 1.7778
H -8.1401 -2.3874 3.1877
H -6.4021 -4.0390 3.7876
H -4.0995 -3.7658 2.9724
H -3.0111 -1.2839 4.2924
H -1.3179 -0.3208 5.8434
H 0.8280 0.4951 4.9300
H 1.2997 0.4015 2.5672
C -3.8728 1.8702 -4.4371
C -3.0036 0.6482 -4.6692
S -1.9713 0.1189 -3.2657
C -3.2242 0.1263 -1.9271
C -3.3530 1.3860 -0.9666
S -2.1239 2.7339 -1.1058
C -3.0772 4.2024 -1.5492
C -3.8222 4.1815 -2.8851
S -2.9754 3.4434 -4.3048
H -4.4670 1.7507 -3.5329
H -4.5789 1.9321 -5.2670
H -2.2846 0.8282 -5.4699
H -3.6313 -0.1892 -4.9753
H -3.0944 -0.7863 -1.3194
H -4.1898 -0.0380 -2.4012
H -3.3794 1.0467 0.0786
H -4.3263 1.8348 -1.1563
H -2.3032 4.9710 -1.5549
H -3.7729 4.4472 -0.7461
H -4.0448 5.2169 -3.1466
H -4.7879 3.6870 -2.7828
C 2.8214 -4.3054 2.4688
C 1.7330 -3.3068 2.1498
O 1.3280 -3.5330 0.8061
H 3.1123 -4.2313 3.5175
H 3.7026 -4.1326 1.8487
H 2.4689 -5.3196 2.2772
H 2.0944 -2.2817 2.2824
H 0.8874 -3.4341 2.8343
H 0.6173 -2.9251 0.5710
*
```

HOMO energy in eV: -9.69
E_LUMO in eV: -2.137
Kohn-Sham gap in hartree: 0.2776
Calculated total energy in a.u.: -4909.70932

***

# 2
DFT (ωB97M-V with the def2-TZVPD basis set) results for a cluster of 2 separate species, C14H16 in total in a non-equilibrium geometry.

The geometry in ORCA input format:
```
! RIJCOSX wB97M-V def2-TZVPD def2/J DEFGRID3
* xyz -1 2
C 3.0185 3.3496 -1.5936
C 1.2256 2.2769 -0.3064
C 1.6307 2.6996 -1.5184
C -0.1122 1.6754 -0.3650
C 0.9050 2.6449 -2.7170
C -0.9332 1.7985 -1.4288
C -0.4325 2.3249 -2.6765
H 1.7458 2.4557 0.5730
H -0.6505 1.1086 0.5309
H 3.4320 3.2687 -2.6055
H 3.6693 3.0869 -0.7924
H 1.4097 2.9117 -3.5901
H -1.9344 1.4983 -1.5499
H -1.1493 2.3677 -3.5454
H 2.7149 4.4734 -1.5692
C 1.0904 -1.0463 1.2144
C -2.4328 -3.1174 1.8858
C -1.4353 -3.2490 2.9168
C -2.1987 -2.9159 0.5892
C -0.2201 -2.7047 2.5163
C -0.9122 -2.2575 0.2638
C -0.0015 -2.0972 1.3350
H -3.3640 -3.4696 2.1912
H -1.6611 -3.7865 3.8338
H -2.9663 -3.1719 -0.1507
H 0.5683 -2.8426 3.2660
H -0.6886 -1.9629 -0.6751
H 0.4283 -0.1594 1.0070
H 1.7787 -1.3961 0.3506
H 1.5184 -0.6732 2.0322
*
```

HOMO energy (spin up / spin down) in eV: 0.95 / -3.43
E_LUMO (spin up / spin down) in eV: 3.080 / 3.005
Kohn-Sham gap (spin up / spin down) in hartree: 0.0782 / 0.2366
Calculated total energy in a.u.: -542.91531

***

- Among the records above, which one has the lowest calculated total energy?
  C60H58O3PS5Sr